1.
Here is a structure of composition C5H6O from the Open Molecules 2025 dataset. Energies are from ωB97M-V with the def2-TZVPD basis set.

F_max (Eh/bohr): 0.011
Energy relative to the best compared isomer or geometry (same formula, charge and spin) (kJ/mol): 428.15
Total energy (eV): -7324.84708
HOMO-LUMO gap (spin up / spin down) (eV): 7.83 / 7.83
E_LUMO (spin up / spin down) (eV): -0.648 / -0.647

```
! wB97M-V def2-TZVPD RIJCOSX def2/J DEFGRID3
* xyz 0 1
O 1.23777 -1.50471 0.18877
C 0.96754 -0.14146 0.02415
C -0.20221 0.16590 -0.97835
C 0.23348 0.54445 1.16095
C -1.06741 0.18145 1.32786
C -1.38949 0.08860 -0.00766
H 0.46252 -1.90348 0.60721
H 1.92217 0.33057 -0.22124
H -0.28358 -0.55156 -1.80240
H -0.03057 1.16495 -1.40491
H 0.56053 1.53164 1.48592
H -2.41074 0.09365 -0.38029
*
```

---

2.
Here is the molecule C21H24N4O3S at a distorted geometry from the Open Molecules 2025 dataset. Energies are from ωB97M-V with the def2-TZVPD basis set.

F_max (Eh/bohr): 0.021
Energy relative to the best compared isomer or geometry (same formula, charge and spin) (kJ/mol): 201.92
Total energy (eV): -45104.24643
HOMO-LUMO gap (eV): 7.69
E_LUMO (eV): 0.097

```
! wB97M-V def2-TZVPD RIJCOSX def2/J DEFGRID3
* xyz 0 1
C 1.95377 3.71243 -5.14038
H 1.55713 4.22918 -6.01096
O 1.53153 2.37589 -5.25155
C 1.97844 1.55149 -4.20757
C 1.34099 1.84964 -2.87254
C 2.07840 1.81454 -1.69874
C 1.45777 2.09029 -0.48157
N 0.17373 2.40618 -0.42715
C -0.55035 2.43845 -1.52512
C -0.02322 2.15992 -2.79823
C -0.86920 2.18903 -3.92676
N -1.61993 2.20800 -4.79333
S -2.25098 2.81475 -1.31283
C -2.24983 3.15943 0.47433
H -1.76785 4.12082 0.64778
H -3.30260 3.22713 0.75338
C -1.54895 2.10331 1.32971
O -0.92653 2.42897 2.31538
N -1.80058 0.83461 0.92655
C -1.24044 -0.35769 1.40029
C -0.43298 -0.42081 2.53180
C 0.09226 -1.62701 2.94181
C -0.17594 -2.81682 2.25685
C -0.98573 -2.73924 1.12157
C -1.50214 -1.53001 0.70012
H -2.12803 -1.49917 -0.18162
H -1.23420 -3.62679 0.56170
N 0.41645 -4.00427 2.68076
C 0.31139 -4.37896 4.07935
H 0.36853 -3.49731 4.71442
C 1.44666 -5.34358 4.42413
H 1.35633 -5.69548 5.45299
O 1.39993 -6.49007 3.60730
C 1.48781 -6.13010 2.25011
C 0.36065 -5.17770 1.83432
H 0.51922 -4.88639 0.79544
H -0.60525 -5.70120 1.92481
H 1.43142 -7.06007 1.68192
H 2.45576 -5.64199 2.05688
H 2.41241 -4.83136 4.29427
H -0.65016 -4.88571 4.26701
H 0.73678 -1.64149 3.80719
H -0.21430 0.48027 3.07905
H -2.35317 0.73156 0.08366
C 2.18176 2.04501 0.82067
H 3.03614 2.71915 0.80665
H 2.54709 1.03608 1.00661
H 1.50139 2.33111 1.61780
H 3.12977 1.57246 -1.72483
H 1.71025 0.53289 -4.51148
H 3.07408 1.61007 -4.10741
H 3.04919 3.78076 -5.13777
H 1.56896 4.18963 -4.23114
*
```

---

3.
Here is a cluster of 2 separate species, C7H14NO3 in total at a distorted geometry from the Open Molecules 2025 dataset. Energies are from ωB97M-V with the def2-TZVPD basis set.

F_max (Eh/bohr): 0.063
Energy relative to the best compared isomer or geometry (same formula, charge and spin) (kJ/mol): 223.39
Total energy (eV): -15118.07962
HOMO-LUMO gap (eV): 8.11
E_LUMO (eV): 3.780

```
! wB97M-V def2-TZVPD RIJCOSX def2/J DEFGRID3
* xyz -1 1
C 0.49916 0.45891 2.41649
C 1.85817 0.41366 1.61735
C -1.46303 1.10331 1.30342
C 0.28232 -2.09436 0.43560
C -0.88631 -1.30720 0.98894
O -2.01055 -1.50964 0.64425
N -0.76185 -0.06743 1.84531
H 0.60933 -0.03103 3.40905
H 0.36527 1.49739 2.60045
H 1.80835 -0.68495 1.68277
H 2.72687 0.76582 2.19894
H -0.84720 1.96936 1.04331
H 1.30861 -1.73098 0.49641
H 1.62843 0.76567 0.59661
H -2.15830 0.85506 0.46158
H -2.04358 1.43364 2.16622
H 0.50689 -3.11948 0.78976
H 0.33240 -2.39224 -0.61212
C 0.45615 0.55806 -3.65490
C 0.49155 0.77886 -2.12087
O 1.11183 1.76556 -1.71271
O -0.06617 -0.13472 -1.43468
H 1.40097 0.13993 -3.93635
H 0.16661 1.43121 -4.22690
H -0.47850 0.02627 -3.95353
*
```

---

4.
Here is the molecule C19H20FN3O3S2 from the Open Molecules 2025 dataset. Energies are from ωB97M-V with the def2-TZVPD basis set.

F_max (Eh/bohr): 0.016
Total energy (eV): -55028.83579
HOMO-LUMO gap (eV): 8.61
E_LUMO (eV): 0.010

```
! wB97M-V def2-TZVPD RIJCOSX def2/J DEFGRID3
* xyz 0 1
C -0.02900 -4.81746 -1.34220
H -0.38437 -4.80899 -2.36746
H 0.80070 -4.12686 -1.21790
H 0.26463 -5.82472 -1.05937
S -1.41682 -4.28602 -0.29471
C -0.51881 -3.89011 1.25283
C -0.56254 -2.39965 1.55406
H -0.03680 -2.20008 2.49127
H -1.60173 -2.08360 1.67709
C 0.07580 -1.56404 0.42581
N -0.24522 -0.16865 0.56874
C -1.36887 0.28803 0.19943
N -2.43216 -0.37272 -0.35874
S -3.79324 0.59455 -0.64815
O -4.84837 0.19439 0.22937
O -4.06752 0.62674 -2.04974
C -2.95634 2.05828 -0.08043
C -3.42351 3.35116 -0.03040
C -2.56966 4.33307 0.45645
C -1.28621 4.00731 0.87417
C -0.82653 2.70143 0.81858
C -1.67904 1.71718 0.33501
H 0.16919 2.44047 1.13759
H -0.63615 4.78348 1.24870
H -2.90835 5.35638 0.50922
H -4.42296 3.58344 -0.36146
H -2.42951 -1.36905 -0.50370
C 1.59661 -1.73103 0.47859
O 2.16433 -2.70095 0.01051
N 2.20192 -0.73815 1.14366
H 1.61107 0.05305 1.36835
C 3.63642 -0.58406 1.21004
C 4.13168 0.39225 0.17190
C 4.99798 0.01076 -0.84280
C 5.42212 0.91969 -1.79740
C 4.97972 2.23074 -1.75850
C 4.10869 2.63643 -0.76199
C 3.70154 1.71371 0.18075
F 2.84717 2.12063 1.15400
H 3.74415 3.65006 -0.70721
H 5.30758 2.93916 -2.50342
H 6.09712 0.60138 -2.57685
H 5.33752 -1.01300 -0.88179
H 4.07805 -1.56775 1.03644
H 3.90472 -0.23315 2.21246
H -0.27480 -1.96325 -0.53752
H -0.99670 -4.45132 2.05548
H 0.50461 -4.23458 1.12237
*
```